The following is a DFT calculation (wB97M-V/def2-TZVPD) of C3H4FeO3 as an isolated structure at a distorted geometry.

```
! RIJCOSX wB97M-V def2-TZVPD def2/J DEFGRID3
* xyz 0 5
H 1.728 -0.974 1.723
O 0.834 -0.494 0.324
C 0.587 -0.498 -1.308
C -0.063 0.564 -0.610
O -1.431 0.587 -0.553
C -2.132 0.877 0.640
O -1.445 0.666 1.666
Fe -0.028 -0.600 2.020
H -0.003 -1.349 -1.654
H 1.545 -0.316 -1.796
H 0.407 1.538 -0.453
*
```

ΔE to the lowest compared entry with this formula, charge and spin in kJ/mol: 515.5
HOMO energy (alpha / beta) in eV: -8.222 / -8.453
Strongest force on any atom in eV/A: 5.25

How positive or negative is each atom? The Löwdin charges in e answer that:
1. H -0.005
2. O -0.454
3. C 0.045
4. C -0.274
5. O -0.086
6. C -0.207
7. O -0.246
8. Fe 0.823
9. H 0.124
10. H 0.117
11. H 0.161

=====

The following is a DFT calculation (wB97M-V/def2-TZVPD) of C3H4GaLiO3 as an isolated structure at a distorted geometry.

```
! RIJCOSX wB97M-V def2-TZVPD def2/J DEFGRID3
* xyz -1 2
H 1.092 -2.785 0.203
C 0.681 -1.800 0.503
Ga -0.007 -0.894 2.756
O 1.847 -1.137 0.871
C -0.262 -1.325 -0.520
O -1.468 -0.970 0.260
C -1.785 -2.076 0.973
O -3.101 -2.264 0.707
H -0.543 -2.216 -1.105
H 0.041 -0.373 -1.003
H -3.582 -2.268 1.540
Li -0.481 -3.410 2.046
*
```

HOMO energy (alpha / beta) in eV: -1.005 / -1.026
Strongest force on any atom in eV/A: 5.70

How positive or negative is each atom? The Löwdin charges in e answer that:
1. H 0.051
2. C -0.634
3. Ga 0.503
4. O -0.442
5. C -0.224
6. O -0.246
7. C -0.558
8. O -0.092
9. H 0.104
10. H 0.127
11. H 0.057
12. Li 0.355

=====

The following is a DFT calculation (wB97M-V/def2-TZVPD) of C3H4GaO as an isolated structure at a distorted geometry.

```
! RIJCOSX wB97M-V def2-TZVPD def2/J DEFGRID3
* xyz 2 2
C 0.788 0.734 1.050
C 0.843 -0.294 0.165
C -0.498 -0.607 -0.267
O -1.174 0.023 -1.080
Ga -2.731 -0.034 -1.793
H 1.515 1.547 1.017
H -0.023 0.833 1.775
H 1.683 -0.451 -0.514
H -0.404 -1.750 -0.352
*
```

ΔE to the lowest compared entry with this formula, charge and spin in kJ/mol: 141.9
HOMO energy (alpha / beta) in eV: -20.327 / -18.776
Strongest force on any atom in eV/A: 7.35

How positive or negative is each atom? The Löwdin charges in e answer that:
1. C 0.279
2. C 0.086
3. C -0.100
4. O -0.081
5. Ga 1.137
6. H 0.144
7. H 0.140
8. H 0.188
9. H 0.207

=====

The following is a DFT calculation (wB97M-V/def2-TZVPD) of C3H4GdLiO4 as an isolated structure at a distorted geometry.

```
! RIJCOSX wB97M-V def2-TZVPD def2/J DEFGRID3
* xyz 4 8
O -0.205 -0.685 0.093
C -0.411 -0.325 -1.253
C 0.621 -0.110 0.924
O -1.152 -1.131 -1.816
O 0.109 0.714 -1.653
C 0.279 -0.132 2.340
Gd -2.615 -2.020 -3.624
H 1.182 -0.262 2.940
H -0.498 -0.874 2.555
Li 0.001 1.852 -3.164
O 1.319 0.914 0.595
H 1.319 1.043 -0.390
H 0.052 1.016 2.453
*
```

ΔE to the lowest compared entry with this formula, charge and spin in kJ/mol: 136.9
HOMO energy (alpha / beta) in eV: -27.558 / -26.059
Strongest force on any atom in eV/A: 4.19

How positive or negative is each atom? The Löwdin charges in e answer that:
1. O 0.241
2. C -0.571
3. C -0.247
4. O -0.086
5. O 0.058
6. C 0.184
7. Gd 2.461
8. H 0.165
9. H 0.151
10. Li 0.921
11. O 0.314
12. H 0.165
13. H 0.245

=====

The following is a DFT calculation (wB97M-V/def2-TZVPD) of C3H4HgMgO3 as an isolated structure at a distorted geometry.

```
! RIJCOSX wB97M-V def2-TZVPD def2/J DEFGRID3
* xyz 1 2
O 1.404 0.523 0.051
C 0.755 -0.724 -0.099
C -0.736 -0.688 0.223
C -1.920 0.978 -0.726
O -1.387 1.858 -0.027
O -1.514 -0.264 -1.046
Mg 3.146 0.867 -0.475
Hg 0.277 2.078 0.934
H 1.215 -1.476 0.566
H 0.907 -1.123 -1.117
H -1.270 -0.316 1.112
H -0.877 -1.714 0.605
*
```

ΔE to the lowest compared entry with this formula, charge and spin in kJ/mol: 0.0
HOMO energy (alpha / beta) in eV: -11.205 / -12.120
Strongest force on any atom in eV/A: 7.92

How positive or negative is each atom? The Löwdin charges in e answer that:
1. O -0.729
2. C -0.313
3. C -0.125
4. C -0.104
5. O -0.227
6. O 0.030
7. Mg 0.866
8. Hg 1.067
9. H 0.130
10. H 0.134
11. H 0.131
12. H 0.141

=====

The following is a DFT calculation (wB97M-V/def2-TZVPD) of C3H4HgO3 as an isolated structure at a distorted geometry.

```
! RIJCOSX wB97M-V def2-TZVPD def2/J DEFGRID3
* xyz -1 2
H -1.961 -1.819 0.346
O 1.231 0.997 1.109
O -1.935 0.235 0.509
C -1.508 -0.890 -0.072
C 0.239 -1.187 0.125
O 1.127 -0.616 -0.811
C 1.488 0.642 -0.061
H -1.629 -0.892 -1.181
H 0.264 -2.276 -0.078
H 0.484 -1.189 1.205
Hg -0.707 1.617 1.475
*
```

ΔE to the lowest compared entry with this formula, charge and spin in kJ/mol: 423.5
HOMO energy (alpha / beta) in eV: -2.956 / -2.830
Strongest force on any atom in eV/A: 5.53

How positive or negative is each atom? The Löwdin charges in e answer that:
1. H 0.075
2. O -0.391
3. O -0.547
4. C -0.390
5. C -0.295
6. O -0.192
7. C -0.320
8. H 0.083
9. H 0.077
10. H 0.081
11. Hg 0.820

=====

The following is a DFT calculation (wB97M-V/def2-TZVPD) of C3H4HgO3 as an isolated structure at a distorted geometry.

```
! RIJCOSX wB97M-V def2-TZVPD def2/J DEFGRID3
* xyz 2 1
C -0.032 -0.479 0.424
C -1.277 -0.297 -0.318
O 1.163 -0.921 -0.174
H -0.115 -0.819 1.461
H -2.351 -0.230 -0.146
H -1.314 -0.867 -1.251
H 1.395 -1.827 0.073
O -1.123 1.580 -0.011
C 0.058 1.427 0.360
O 1.143 1.892 0.110
Hg 2.453 0.542 -0.528
*
```

ΔE to the lowest compared entry with this formula, charge and spin in kJ/mol: 285.3
HOMO energy in eV: -19.529
Strongest force on any atom in eV/A: 5.89

How positive or negative is each atom? The Löwdin charges in e answer that:
1. C -0.184
2. C 0.264
3. O -0.143
4. H 0.180
5. H 0.159
6. H 0.153
7. H 0.170
8. O 0.159
9. C -0.368
10. O -0.004
11. Hg 1.614

=====

The following is a DFT calculation (wB97M-V/def2-TZVPD) of C3H4HgO4 as an isolated structure at a distorted geometry.

```
! RIJCOSX wB97M-V def2-TZVPD def2/J DEFGRID3
* xyz 1 2
O -3.495 0.557 1.040
C -2.689 0.129 0.264
O -2.736 -0.383 -0.885
O -1.182 0.099 0.605
C 1.939 0.273 0.476
C 2.002 -0.123 -0.898
O 1.009 -0.622 -1.494
H -1.057 0.074 1.561
H 1.549 -0.454 1.194
H 2.622 1.048 0.828
H 2.883 0.158 -1.492
Hg -0.844 -0.758 -1.197
*
```

ΔE to the lowest compared entry with this formula, charge and spin in kJ/mol: 267.4
HOMO energy (alpha / beta) in eV: -14.909 / -14.917
Strongest force on any atom in eV/A: 5.38

How positive or negative is each atom? The Löwdin charges in e answer that:
1. O 0.189
2. C -0.644
3. O -0.113
4. O -0.185
5. C 0.193
6. C -0.178
7. O -0.209
8. H 0.113
9. H 0.101
10. H 0.103
11. H 0.159
12. Hg 1.471

=====

The following is a DFT calculation (wB97M-V/def2-TZVPD) of one molecule with the formula C3H4I2 at a distorted geometry.

```
! RIJCOSX wB97M-V def2-TZVPD def2/J DEFGRID3
* xyz 0 1
C 0.377 0.608 -0.270
C 0.652 -0.143 1.010
C -0.814 -0.068 -1.036
I 1.891 -1.707 1.029
I -2.724 0.632 -0.498
H 0.123 1.682 -0.104
H 1.336 0.574 -0.892
H -0.089 -0.422 1.724
H -0.751 -1.158 -0.964
*
```

ΔE to the lowest compared entry with this formula, charge and spin in kJ/mol: 255.2
HOMO energy (alpha / beta) in eV: -8.263 / -8.610
Strongest force on any atom in eV/A: 2.26

How positive or negative is each atom? The Löwdin charges in e answer that:
1. C -0.486
2. C -0.715
3. C -0.582
4. I 0.872
5. I 0.742
6. H 0.085
7. H 0.102
8. H -0.016
9. H -0.001

=====

The following is a DFT calculation (wB97M-V/def2-TZVPD) of one molecule with the formula C3H4IN at a distorted geometry.

```
! RIJCOSX wB97M-V def2-TZVPD def2/J DEFGRID3
* xyz 0 1
C -1.386 0.234 -0.715
C 1.001 0.402 0.132
C -0.398 -0.271 0.223
N -2.296 0.614 -1.297
I -0.278 -2.439 0.084
H 1.334 0.883 1.056
H 1.717 -0.398 0.032
H 1.216 1.039 -0.815
H -0.909 -0.065 1.302
*
```

ΔE to the lowest compared entry with this formula, charge and spin in kJ/mol: 2.9
HOMO energy in eV: -10.107
Strongest force on any atom in eV/A: 2.94
SMILES string: C[C@H](I)C#N

How positive or negative is each atom? The Löwdin charges in e answer that:
1. C -0.361
2. C -0.166
3. C -0.773
4. N 0.156
5. I 0.806
6. H 0.072
7. H 0.013
8. H 0.117
9. H 0.136

=====

- Which of these has the lowest strongest force on any atom?
  C3H4I2

=====

- Which of these has the highest strongest force on any atom?
  C3H4HgMgO3

=====

- The highest strongest force on any atom belongs to which entry?
  C3H4HgMgO3